[1]
A molecular structure, C33H26Co2NO8S, computed with ωB97M-V/def2-TZVPD.

Geometry as XYZ:
```
71
Properties=species:S:1:pos:R:3:forces:R:3
C 1.4700 -2.3257 2.8293 0.217 0.372 0.334
C 0.8830 -2.0784 1.4854 -0.819 -1.051 -1.166
C 0.1319 -1.0232 1.0857 3.629 2.505 -0.533
C 0.2213 0.2603 0.9665 -0.333 -1.385 1.288
N 0.4058 1.5162 1.0002 0.553 0.665 -0.533
C 1.6617 2.1758 0.5536 -0.842 -0.463 1.087
C 1.8372 2.2095 -0.9416 0.027 0.198 -0.160
C 3.1290 2.3876 -1.4571 -0.343 -0.033 -0.254
C 3.3221 2.5164 -2.8344 -0.227 0.080 0.113
C 2.2234 2.4901 -3.7041 0.025 -0.075 0.342
C 0.9381 2.3127 -3.1868 0.114 0.043 0.421
C 0.7414 2.1721 -1.8039 0.248 0.102 -0.427
S -0.4651 2.4111 2.5998 1.603 0.379 -2.590
C -0.1570 4.1807 2.3941 -0.916 -0.196 1.045
C 0.9216 4.7918 3.0439 0.156 0.213 -0.157
C 1.1619 6.1514 2.8437 -0.120 -0.375 -0.055
C 0.3197 6.9202 2.0356 -0.047 -0.254 0.019
C 0.5920 8.3850 1.8478 0.020 0.144 -0.016
C -0.7774 6.3007 1.4284 0.106 -0.162 0.047
C -1.0281 4.9410 1.6108 0.166 0.098 -0.163
O -1.8410 2.0489 2.3930 -0.763 0.280 0.576
O 0.2891 1.9162 3.7263 -0.106 0.251 0.709
H 1.5655 -3.4063 3.0083 -0.013 0.166 0.042
H 2.4774 -1.8915 2.9173 0.079 0.005 0.241
H 0.8358 -1.8981 3.6176 0.273 -0.047 -0.079
H 1.1246 -2.8404 0.7404 -0.552 -0.093 0.455
H -1.7059 -2.5387 1.6525 0.081 0.286 -0.268
H 1.6138 3.1995 0.9374 0.116 0.032 -0.118
H 2.5320 1.6888 1.0191 -0.157 0.016 -0.067
H 3.9684 2.4466 -0.7573 -0.202 -0.098 -0.306
H 4.3280 2.6600 -3.2293 -0.223 -0.043 0.065
H 2.3735 2.6147 -4.7752 -0.034 -0.067 0.203
H 0.0719 2.3035 -3.8465 0.207 -0.034 0.066
H -0.2611 2.0614 -1.3860 0.320 -0.060 -0.118
H 1.5754 4.2075 3.6893 -0.214 0.033 -0.136
H 2.0186 6.6277 3.3234 -0.192 -0.130 -0.048
H -0.1083 8.8165 1.1292 0.092 0.036 0.061
H 0.4937 8.9303 2.7940 -0.021 -0.055 -0.120
H 1.6112 8.5546 1.4843 -0.130 -0.007 -0.001
H -1.4442 6.8970 0.8034 0.114 -0.161 0.151
H -1.8868 4.4633 1.1419 0.165 0.068 0.133
O -3.7402 0.5717 -1.5382 0.768 -1.979 -0.774
C -3.3497 -0.4934 -1.7696 -0.575 2.373 1.824
Co -2.7997 -2.1168 -2.1346 -1.095 -1.596 -1.021
C -4.3604 -2.3814 -2.8870 -2.005 0.310 -0.654
O -5.4073 -2.4988 -3.3644 1.419 0.017 0.412
C -1.5160 -1.7527 -3.2718 3.483 0.297 -1.237
O -0.6033 -1.4851 -3.9336 -1.881 -0.311 0.815
C -1.1849 -4.0788 -0.6568 -0.711 2.676 0.711
C 0.1303 -4.5819 -0.4758 1.552 -0.654 0.184
C 1.1580 -4.2329 -1.3859 -0.530 -0.196 0.450
C 2.4744 -4.5728 -1.0938 -0.074 -0.143 -0.001
C 2.7805 -5.2761 0.0739 0.160 -0.138 0.029
C 1.7601 -5.7012 0.9296 -0.078 -0.071 -0.192
C 0.4351 -5.3876 0.6459 -0.099 0.296 -0.507
C -2.0308 -3.0381 -0.4043 2.655 1.128 0.689
C -2.1375 -2.1040 0.7436 -1.955 -0.089 0.786
Co -2.7926 -4.4365 -1.2828 -1.655 -2.818 -2.696
C -2.5333 -4.3948 -3.0882 0.092 0.006 -0.765
O -2.3232 -4.7426 -4.1756 -0.282 0.451 1.447
C -4.5343 -4.3599 -1.0243 -3.295 0.022 0.656
O -5.6771 -4.4177 -0.8645 2.040 0.183 -0.211
C -2.7930 -6.1750 -1.0817 0.319 -2.668 0.084
O -2.8186 -7.3230 -0.9515 0.054 2.106 -0.126
H 0.8864 -3.6952 -2.2959 0.213 -0.001 0.314
H 3.2651 -4.2871 -1.7902 -0.207 -0.071 0.252
H 3.8232 -5.5348 0.3026 -0.504 0.178 -0.110
H 1.9899 -6.2947 1.8175 -0.021 0.221 -0.281
H -0.3839 -5.7237 1.2845 0.307 0.175 -0.053
H -1.6734 -1.1254 0.5272 -0.425 -0.797 0.114
H -3.2081 -1.9167 0.9656 0.269 -0.092 -0.225
```
Forces are in eV/Å.

Summary:
* lowest unoccupied orbital energy: 1.6 eV
* Kohn-Sham gap: 0.12084 hartree
* highest occupied orbital energy: -1.72 eV
* total charge: -1

=====

[2]
A molecular structure, C33H27N7OOsS5, computed with ωB97M-V/def2-TZVPD.

Geometry as XYZ:
```
74
Properties=species:S:1:pos:R:3:forces:R:3
Os 0.9805 0.5722 -1.7534 -2.089 -0.548 -0.519
C 3.7260 -2.4890 -2.5589 -0.029 -0.205 0.097
C 2.6199 -1.8264 -1.7925 -0.459 0.287 -0.385
N 1.6443 -1.1983 -2.4314 0.441 -0.055 -0.655
N 1.5751 -1.4906 -3.7774 0.051 -0.054 0.259
C 1.5117 -0.4188 -4.5163 -0.151 0.776 -0.160
N 1.3723 -0.5220 -5.8463 0.063 -0.204 0.146
S 1.6443 1.2099 -3.8328 0.133 -0.090 -0.204
C 2.6544 -1.9200 -0.3390 0.170 0.065 0.807
C 3.7327 -2.5250 0.3298 -0.070 0.077 -0.376
C 3.7391 -2.7266 1.6919 -0.095 0.027 0.235
C 2.6496 -2.3437 2.4731 0.236 -0.110 0.046
C 1.6125 -1.7310 1.8373 -0.127 0.195 -0.083
N 1.6744 -1.5070 0.5026 -0.062 -0.195 0.044
H 3.6953 -2.1782 -3.5948 -0.024 0.016 -0.009
H 3.6387 -3.5778 -2.5331 0.015 0.006 0.029
H 4.6950 -2.2111 -2.1463 -0.003 0.005 0.004
H 1.4352 -1.4291 -6.2795 0.026 0.003 -0.026
H 1.4376 0.2965 -6.4256 -0.005 0.005 0.025
H 4.5651 -2.8669 -0.2611 0.019 -0.029 0.029
H 4.5880 -3.2131 2.1551 -0.019 0.005 -0.042
H 2.5908 -2.5509 3.5322 0.006 0.075 -0.004
H 0.3461 -0.1776 2.4460 0.059 0.022 -0.003
N -0.8523 4.1194 -0.3148 0.016 0.407 0.027
C -0.4427 4.2870 1.0413 -0.142 -0.115 -0.137
C -1.2313 5.0236 1.9055 -0.064 0.015 0.032
C -0.8663 5.1419 3.2405 0.041 0.016 0.009
C 0.2682 4.5006 3.7121 -0.010 -0.007 -0.010
C 1.0438 3.7386 2.8462 0.012 0.008 0.001
C 0.6942 3.6441 1.5099 0.020 0.045 -0.106
S 1.7292 2.7699 0.3689 0.035 0.176 0.092
N 0.5986 2.3808 -0.8556 0.568 0.170 0.337
C -0.4524 3.0831 -1.0769 -0.005 -0.226 -0.027
C -1.2731 2.5899 -2.2017 -0.079 0.139 0.150
C -2.1181 3.3969 -2.9338 -0.122 -0.095 -0.059
C -2.8322 2.8291 -3.9814 -0.028 0.049 -0.031
C -2.6725 1.4830 -4.2490 -0.053 0.004 0.082
C -1.7846 0.7478 -3.4789 0.058 -0.336 0.024
N -1.0972 1.2822 -2.4734 1.645 -0.292 0.485
H -1.6961 4.5973 -0.5873 -0.013 -0.028 0.057
H -2.1288 5.5104 1.5387 0.037 0.005 0.008
H -1.4705 5.7419 3.9071 0.000 -0.022 -0.004
H 0.5558 4.5921 4.7505 0.004 0.006 -0.016
H 1.9404 3.2457 3.2038 -0.046 0.014 -0.005
H -2.1939 4.4572 -2.7307 -0.009 -0.027 0.042
H -3.4954 3.4365 -4.5829 0.017 -0.007 0.004
H -3.2165 1.0020 -5.0493 0.031 -0.018 0.011
H -1.6141 -0.3042 -3.6687 0.065 0.026 -0.023
O 0.5077 -0.9307 0.0408 0.091 0.197 -0.092
C -0.5412 -1.4838 1.0097 -0.409 -0.192 0.085
C 0.2643 -1.2636 2.3032 0.012 0.035 -0.048
C -0.3131 -1.8637 3.5454 -0.078 -0.129 -0.346
C -0.0601 -1.5180 4.8054 0.035 0.191 0.447
C 0.7586 -0.4209 5.3361 -0.101 -0.157 0.078
S 1.7153 0.6135 4.5548 0.148 -0.019 -0.282
C -1.7814 -0.6658 0.9398 0.109 0.083 -0.081
C -3.0646 -1.1339 0.9444 -0.116 0.025 -0.080
C -4.0302 -0.0955 1.0555 0.015 -0.066 -0.044
C -3.4588 1.1355 1.1370 0.032 -0.037 0.040
S -1.7527 1.0484 1.1048 0.048 0.066 0.112
C -0.7625 -2.9059 0.5749 -0.001 0.077 0.039
C -1.2702 -3.2576 -0.6451 -0.020 -0.048 -0.128
C -1.2909 -4.6589 -0.8582 0.000 0.054 -0.006
C -0.7938 -5.3477 0.2069 -0.007 0.008 -0.002
S -0.3033 -4.3079 1.4627 0.073 -0.028 0.070
H -1.0728 -2.6243 3.3983 0.110 -0.051 -0.016
H -0.6039 -2.0738 5.5620 0.024 0.048 0.024
H 0.6635 -0.2860 6.4123 -0.078 -0.070 -0.012
H -3.3143 -2.1836 0.8835 0.011 0.034 0.010
H -5.0971 -0.2645 1.0740 0.033 0.007 0.003
H -3.9462 2.0946 1.2258 0.000 -0.035 -0.011
H -1.6061 -2.5292 -1.3727 0.009 -0.027 0.033
H -1.6628 -5.1334 -1.7546 0.010 0.017 0.025
H -0.7044 -6.4159 0.3338 -0.016 0.039 -0.015
```
Forces are in eV/Å.

Summary:
* lowest unoccupied orbital energy (spin up / spin down): -6.6 / -6.6 eV
* Kohn-Sham gap (spin up / spin down): 0.21459 / 0.21457 hartree
* highest occupied orbital energy (spin up / spin down): -12.46 / -12.46 eV
* total charge: +2

=====

[3]
A molecular structure, C33H28Cl2MnSb, computed with ωB97M-V/def2-TZVPD.

Geometry as XYZ:
```
65
Properties=species:S:1:pos:R:3:forces:R:3
Mn 0.7937 1.0153 2.1870 -0.042 0.103 0.069
Cl 0.3303 -0.9970 3.8282 -0.008 0.065 -0.003
C 0.8220 0.6368 4.1989 0.144 0.063 0.070
Cl 0.7219 3.2110 2.4592 -0.032 -0.107 -0.008
H 1.8210 0.6914 4.6157 0.009 -0.039 -0.024
H 0.0614 1.2053 4.7198 -0.042 -0.026 -0.035
C 4.3692 2.1429 -3.3487 0.002 -0.002 -0.010
C 3.7849 0.9151 -3.0521 0.008 -0.006 0.003
C 3.3814 0.6327 -1.7613 -0.034 -0.001 -0.040
C 3.5637 1.5822 -0.7469 -0.013 0.000 0.073
C 4.1268 2.8243 -1.0632 -0.016 0.022 -0.032
C 4.5384 3.0980 -2.3553 -0.001 0.002 0.022
C 3.1806 1.3468 0.6406 0.069 0.039 -0.032
C 2.6407 0.2200 1.1604 -0.112 -0.072 -0.003
C 2.8700 -1.1483 0.8563 -0.035 -0.019 -0.042
C 1.8181 -2.0884 0.8463 0.028 -0.006 -0.027
C 2.0510 -3.4005 0.4909 -0.021 0.026 0.004
C 3.3446 -3.8169 0.1899 0.004 -0.016 -0.007
C 4.4057 -2.9131 0.2253 0.009 0.014 0.004
C 4.1775 -1.5936 0.5476 0.010 -0.028 0.063
H 4.6868 2.3566 -4.3609 -0.004 0.001 0.003
H 3.6436 0.1804 -3.8335 0.000 0.002 0.002
H 2.9162 -0.3187 -1.5400 -0.007 0.027 -0.022
H 4.2440 3.5681 -0.2845 0.006 -0.003 -0.001
H 4.9871 4.0537 -2.5892 -0.004 0.000 -0.001
H 3.2643 2.2260 1.2795 -0.022 -0.008 0.009
H 0.8114 -1.7725 1.0843 0.004 0.005 0.000
H 1.2251 -4.0987 0.4521 0.009 -0.011 0.008
H 3.5291 -4.8511 -0.0696 0.004 0.005 -0.006
H 5.4077 -3.2462 -0.0089 0.000 -0.004 0.007
H 4.9915 -0.8803 0.5660 0.002 -0.009 0.000
C -1.9808 -4.4119 -0.2084 -0.001 -0.003 -0.002
C -2.1506 -3.9226 1.0806 -0.002 0.008 0.002
C -2.0466 -2.5599 1.3233 -0.007 -0.007 0.001
C -1.7766 -1.6805 0.2758 0.005 0.004 -0.031
C -1.6107 -2.1745 -1.0144 0.001 -0.008 0.006
C -1.7147 -3.5392 -1.2538 0.001 -0.006 -0.006
Sb -1.4891 0.3756 0.6840 0.016 -0.019 -0.002
C -3.3385 0.9003 1.5435 -0.043 -0.004 0.016
C -4.4551 0.0784 1.4127 0.024 0.024 -0.026
C -5.6637 0.4633 1.9762 -0.010 0.007 0.004
C -5.7582 1.6632 2.6670 -0.014 -0.001 0.008
C -4.6468 2.4834 2.7989 0.018 0.009 -0.018
C -3.4348 2.1031 2.2402 0.019 -0.016 0.013
C -1.5833 1.2047 -1.2463 -0.039 -0.004 -0.007
C -0.4027 1.5804 -1.8778 -0.006 0.012 -0.055
C -0.4390 2.1024 -3.1640 -0.009 -0.007 0.021
C -1.6548 2.2518 -3.8147 0.013 0.011 -0.018
C -2.8354 1.8838 -3.1835 -0.013 0.002 0.009
C -2.8027 1.3623 -1.8988 -0.008 -0.011 0.007
H -2.0666 -5.4737 -0.3990 -0.002 0.002 0.003
H -2.3722 -4.6005 1.8947 0.000 0.000 0.000
H -2.1997 -2.1861 2.3306 0.018 -0.004 0.000
H -1.4103 -1.4995 -1.8387 0.004 0.003 0.007
H -1.5948 -3.9196 -2.2600 0.003 0.004 0.002
H -4.3883 -0.8578 0.8713 -0.002 -0.012 0.010
H -6.5335 -0.1724 1.8744 0.008 -0.007 -0.006
H -6.7019 1.9602 3.1051 0.002 -0.002 -0.003
H -4.7234 3.4200 3.3352 0.008 -0.004 0.003
H -2.5686 2.7472 2.3485 0.003 0.018 0.003
H 0.5512 1.4771 -1.3725 0.050 0.003 0.018
H 0.4793 2.3993 -3.6516 0.044 0.004 -0.015
H -1.6849 2.6642 -4.8146 0.004 -0.005 0.002
H -3.7830 2.0080 -3.6909 0.001 0.000 0.005
H -3.7289 1.0881 -1.4070 -0.002 -0.006 0.003
```
Forces are in eV/Å.

Summary:
* lowest unoccupied orbital energy (spin up / spin down): -4.5 / -5.2 eV
* Kohn-Sham gap (spin up / spin down): 0.23652 / 0.23599 hartree
* highest occupied orbital energy (spin up / spin down): -10.90 / -11.62 eV
* spin multiplicity: 6
* total charge: +1